# 1
Computed, not measured: 7 unconnected molecules or ions with the total composition C27H45N3O12 at a distorted geometry, with ωB97M-V/def2-TZVPD.

The geometry in XYZ format:
```
87
Properties=species:S:1:pos:R:3:lowdin_charge:R:1
C 1.4611 3.8701 -2.8748 -0.0015
C 1.6041 3.1931 -4.2398 -0.3474
C 0.8741 1.8791 -4.4548 -0.1152
O 0.3511 2.0111 -5.7488 0.0764
C 0.4271 3.3161 -6.0328 -0.6054
O -0.2269 3.6271 -6.9878 0.1586
O 1.1031 4.0111 -5.1918 0.1542
H 0.4551 3.9181 -2.4648 0.0599
H 1.7701 4.9761 -2.9668 0.1217
H 2.1051 3.4671 -2.0818 0.0600
H 2.6701 3.0281 -4.4258 0.1606
H 0.0621 1.7401 -3.7328 0.1255
H 1.6511 1.1391 -4.4488 0.1164
C -0.9549 2.7161 3.0472 -0.0023
C 0.3291 3.3331 3.5442 -0.3406
C 0.4141 4.8351 3.2902 -0.0560
O 0.1681 5.3931 4.6412 0.0625
C 0.1601 4.3891 5.5352 -0.5871
O 0.1261 4.5631 6.7422 0.1243
O 0.3341 3.2381 4.9432 0.0890
H -1.0849 1.7441 3.5672 0.0754
H -0.9149 2.5621 1.9792 0.0579
H -1.7799 3.3621 3.3132 0.0995
H 1.2461 2.7881 3.2832 0.1398
H -0.1649 5.2941 2.5052 0.1255
H 1.4381 5.1621 3.0842 0.1203
C -1.2909 -5.4139 3.7742 -0.0145
C -0.6739 -5.6249 2.3742 -0.2387
C -1.7139 -5.1489 1.3492 -0.0881
O -0.8889 -4.4419 0.4102 0.0275
C 0.3231 -4.2549 0.8862 -0.6460
O 1.2331 -3.6069 0.3352 0.0841
O 0.4541 -4.7029 2.0812 0.1084
H -0.6559 -5.6769 4.5882 0.0714
H -2.2539 -6.0379 3.8062 0.1231
H -1.5589 -4.3469 3.8332 0.0606
H -0.4699 -6.6829 2.1622 0.1575
H -2.3689 -4.2889 1.6232 0.1333
H -2.4299 -5.9199 0.9102 0.1601
C -2.0459 2.9171 -1.1818 -0.0549
O -1.9699 1.5791 -1.6128 -0.0262
C -2.1209 0.5521 -0.7538 -0.4099
O -2.3129 0.7371 0.6032 -0.0406
O -1.9369 -0.6429 -1.3238 -0.0191
C -2.0849 -1.7929 -0.5148 -0.0455
H -1.8289 3.6961 -1.9238 0.0937
H -1.4009 3.0191 -0.3378 0.0663
H -3.0719 3.1851 -0.7748 0.1245
H -2.9349 -1.7559 0.1942 0.1165
H -1.1229 -1.9329 0.0492 0.0869
H -2.1209 -2.6099 -1.1808 0.0582
C 1.3201 0.1381 -1.5228 -0.0530
C 2.0221 0.0631 -0.1458 -0.2152
C 3.1411 1.0101 0.1282 -0.1708
C 2.5961 2.3121 0.4972 -0.2082
N 2.2141 3.3681 0.7432 0.1778
H 2.0111 0.1051 -2.3298 0.0517
H 0.6591 1.0351 -1.6178 0.0760
H 0.6451 -0.6299 -1.8268 0.0436
H 2.4641 -0.9069 0.0752 0.1178
H 1.2901 0.2351 0.5852 0.0712
H 3.7151 1.1971 -0.7618 0.1212
H 3.8461 0.7361 0.8492 0.1078
C -0.3119 -1.5069 2.5632 -0.1126
C -0.5389 -0.8729 3.8962 -0.2600
C -0.5539 -1.8679 5.0772 -0.1584
C -0.9269 -1.2599 6.3752 -0.2260
N -1.1889 -0.7479 7.3402 0.1485
H 0.6571 -1.9769 2.5552 0.0812
H -0.3479 -0.7239 1.7792 0.0674
H -1.1309 -2.1949 2.4002 0.0706
H -1.4929 -0.4379 3.7282 0.0946
H 0.1561 -0.0119 3.9292 0.1163
H 0.4391 -2.4609 5.1132 0.1575
H -1.2659 -2.6079 4.9062 0.0574
C 1.6471 -1.8789 -5.1348 -0.1145
C 0.2261 -1.5569 -5.5788 -0.2407
C -0.7519 -1.6389 -4.4128 -0.1898
C -0.4919 -2.7599 -3.5198 -0.2364
N -0.3149 -3.6759 -2.8358 0.1890
H 1.9341 -1.6189 -4.1218 0.0549
H 2.3361 -1.1869 -5.6728 0.0785
H 1.9991 -2.8879 -5.3638 0.0817
H -0.0619 -2.2929 -6.3058 0.0999
H 0.1491 -0.5489 -6.0998 0.1207
H -1.8069 -1.6519 -4.6728 0.1201
H -0.6609 -0.6559 -3.8198 0.1197
```

E_HOMO, Ha: -0.3785
Molecular weight, g/mol: 603.67
SMILES: C[C@H]1COC(=O)O1.C[C@H]1COC(=O)O1.C[C@H]1COC(=O)O1.COC(=O)OC.CCCC#N.CCCC#N.CCCC#N
Relative energy (zero: lowest compared OMol25 entry of this formula, charge and spin), kcal per mole: 31.40
Spin multiplicity: 1

***

# 2
Computed, not measured: a molecular structure, C27H45N4O9S2 at a distorted geometry, with ωB97M-V/def2-TZVPD.

The geometry in XYZ format:
```
87
Properties=species:S:1:pos:R:3:lowdin_spin:R:1
C 4.8984 -1.8469 5.1360 0.0000
C 5.6813 -0.7346 4.4739 0.0000
O 6.6638 -0.9787 3.8227 0.0000
O 5.2898 0.5883 4.5894 0.0000
C 4.7129 0.9004 5.7895 0.0000
O 5.2164 0.5558 6.8344 0.0000
C 3.4473 1.7367 5.8285 0.0000
S 2.7125 1.9859 4.1869 0.0000
O 2.6585 0.6760 3.5790 0.0000
O 3.5137 2.9552 3.4959 0.0000
N 1.2578 2.6331 4.5407 0.0000
S 0.0500 1.8707 3.7827 -0.0001
O -1.1541 2.6468 4.0529 0.0000
O 0.2336 1.8079 2.3587 -0.0001
C -0.2649 0.2612 4.4764 0.0000
C -0.0940 0.0115 5.8185 0.0000
C -0.4182 -1.2601 6.2093 0.0000
C -0.8832 -2.2226 5.3554 0.0000
N -1.0199 -1.9888 4.0549 0.0000
C -0.7099 -0.7637 3.6800 -0.0001
H 3.8586 -1.5378 5.2747 0.0000
H 4.9910 -2.7364 4.5221 0.0000
H 5.2974 -2.0686 6.1259 0.0000
H 2.6709 1.2692 6.4313 0.0000
H 3.6962 2.6995 6.2750 0.0000
H 0.2518 0.7706 6.5055 0.0000
H -0.3007 -1.5220 7.2575 0.0000
H -1.1509 -3.2050 5.7264 0.0000
H -0.8197 -0.5345 2.6210 -0.0003
C -4.4789 1.0972 -2.6307 0.0024
C -3.9952 0.1911 -1.4712 0.0257
C -5.1940 -0.5147 -0.8260 0.0136
C -6.0278 0.3831 0.0886 0.0007
C -5.1352 1.0959 1.1049 0.0140
C -3.9848 1.8600 0.4490 0.0260
N -3.2140 1.0022 -0.4952 0.3426
O -2.4639 0.1997 0.1952 0.5662
C -4.5478 3.0980 -0.2769 0.0014
C -3.0772 2.4415 1.5335 -0.0005
C -3.1196 -0.8676 -2.1379 -0.0010
H -3.8087 1.9442 -2.7784 0.0017
H -4.5006 0.5511 -3.5742 -0.0004
H -5.4902 1.4764 -2.4796 0.0000
H -4.8384 -1.3640 -0.2335 0.0025
H -5.8334 -0.9332 -1.6081 0.0012
H -6.5968 1.1089 -0.5005 0.0003
H -6.7677 -0.2246 0.6159 0.0007
H -5.7383 1.7818 1.7041 0.0011
H -4.7360 0.3534 1.8031 0.0027
H -3.7600 3.6217 -0.8206 0.0013
H -4.9673 3.7964 0.4478 -0.0004
H -5.3530 2.8758 -0.9752 0.0000
H -2.6868 1.6926 2.2154 -0.0005
H -3.6352 3.1491 2.1478 -0.0003
H -2.2321 2.9761 1.0998 0.0003
H -2.2360 -0.4143 -2.5920 0.0002
H -3.6749 -1.3818 -2.9235 -0.0003
H -2.7909 -1.6361 -1.4391 -0.0006
C 3.1609 -0.4395 -2.6098 0.0023
C 1.9396 -1.2207 -3.1556 0.0257
C 2.3602 -2.6402 -3.5527 0.0143
C 3.1274 -2.7189 -4.8717 0.0008
C 2.3728 -1.9902 -5.9811 0.0142
C 2.0225 -0.5486 -5.6097 0.0269
N 1.3301 -0.4655 -4.2931 0.3534
O 0.1045 -0.8631 -4.4496 0.5533
C 3.3070 0.3025 -5.6024 0.0016
C 1.1718 0.0651 -6.7212 -0.0007
C 0.9818 -1.3234 -1.9701 -0.0008
H 3.0568 0.6318 -2.7810 0.0016
H 3.2627 -0.5706 -1.5336 -0.0004
H 4.1055 -0.7708 -3.0435 0.0000
H 1.4691 -3.2707 -3.6405 0.0024
H 2.9652 -3.0750 -2.7543 0.0012
H 4.1332 -2.3050 -4.7555 0.0003
H 3.2621 -3.7666 -5.1508 0.0007
H 2.9699 -2.0006 -6.8966 0.0012
H 1.4579 -2.5472 -6.2087 0.0028
H 3.0996 1.3191 -5.2655 0.0012
H 3.7191 0.3677 -6.6108 -0.0005
H 4.1020 -0.1045 -4.9832 0.0000
H 0.2676 -0.5098 -6.9171 -0.0007
H 1.7386 0.0923 -7.6524 -0.0003
H 0.8817 1.0877 -6.4742 0.0002
H 0.6316 -0.3385 -1.6571 0.0003
H 1.4854 -1.7825 -1.1202 -0.0003
H 0.1120 -1.9433 -2.1854 -0.0005
```

<S²>: 2.008
E_HOMO (spin up / spin down), Ha: -0.2293 / -0.2296
Molecular weight, g/mol: 633.81
Net charge: -1
Spin multiplicity: 3

***

# 3
Computed, not measured: a molecular structure, C27H46B2F2N6Pd at a distorted geometry, with ωB97M-V/def2-TZVPD.

The geometry in XYZ format:
```
84
Properties=species:S:1:pos:R:3:lowdin_charge:R:1
Pd 0.6001 2.3523 0.9377 0.2793
C 0.7672 0.2862 5.2356 -0.0858
C 0.8649 0.8744 3.8295 -0.3720
C 0.3249 2.3122 3.8074 -0.0793
C 0.1656 -0.0135 2.8297 -0.2680
C -0.7158 -1.0903 3.0494 0.0237
C -1.1173 -1.5130 1.8044 -0.1937
C -2.2559 -2.5001 1.6180 -0.3529
C -3.4670 -1.8110 1.0006 -0.0575
C -1.9689 -3.8191 0.9034 -0.0596
N -0.4509 -0.7364 0.8842 0.0573
N 0.3076 0.1934 1.5374 0.0593
B -0.3623 -0.8159 -0.6937 -0.3791
N -0.9867 0.4660 -1.4021 0.1412
N -0.3676 1.6802 -1.1485 0.0952
C -1.1713 2.6488 -1.6076 -0.1884
C -2.2105 2.0610 -2.2766 0.0439
C -2.0556 0.6855 -2.1549 -0.1530
C -3.0372 -0.2509 -2.8268 -0.3247
C -4.4288 -0.1373 -2.1767 -0.0449
C -2.6110 -1.6971 -3.0883 -0.0586
C -1.1862 4.0796 -1.1284 -0.3342
C -2.2069 4.1135 0.0231 -0.0579
C 0.1209 4.7199 -0.6794 -0.0658
N 1.1678 -0.8560 -1.1300 0.1432
N 1.8242 0.3367 -0.9646 0.1407
C 3.1316 0.1096 -0.8710 -0.1658
C 3.3397 -1.2495 -1.0520 0.0677
C 2.0867 -1.8286 -1.2085 -0.1617
C 1.8676 -3.2877 -1.5041 -0.3405
C 0.7037 -3.5734 -2.4582 -0.0548
C 1.7868 -4.1071 -0.2178 -0.0424
C 4.1182 1.1708 -0.4753 -0.3352
C 5.5425 0.6192 -0.5441 -0.0746
C 3.7828 1.6529 0.9502 -0.0486
H 1.3392 0.8933 5.9410 0.0757
H -0.2737 0.2676 5.5775 0.0799
H 1.1560 -0.7367 5.2730 0.0808
H 1.9173 0.9161 3.5429 0.1228
H -0.7404 2.3200 4.0516 0.0831
H 0.8575 2.9371 4.5302 0.0772
H 0.4470 2.7778 2.7909 0.0136
H -1.0615 -1.4902 3.9946 0.1101
H -2.5232 -2.7638 2.6402 0.1269
H -3.2399 -1.5361 -0.0244 0.0393
H -4.3368 -2.4772 0.9896 0.0879
H -3.7291 -0.9021 1.5503 0.0946
H -1.7327 -3.6685 -0.1527 0.0522
H -1.1450 -4.3515 1.3775 0.0753
H -2.8530 -4.4620 0.9565 0.0814
H -0.9183 -1.8069 -1.0374 0.0858
H -3.0166 2.5670 -2.7905 0.1342
H -3.1383 0.2055 -3.8123 0.1382
H -4.3940 -0.3477 -1.1116 0.0571
H -4.8347 0.8694 -2.2982 0.0773
H -5.1201 -0.8428 -2.6463 0.0851
H -2.6740 -2.3237 -2.2028 0.0576
H -3.2821 -2.1220 -3.8371 0.0839
H -1.5900 -1.7537 -3.4757 0.0794
H -1.6033 4.6760 -1.9432 0.1404
H -1.8540 3.4819 0.8308 0.0620
H -2.3058 5.1366 0.3934 0.0825
H -3.1914 3.7548 -0.2946 0.0798
H 0.5871 4.1728 0.1823 0.0440
H 0.8632 4.7400 -1.4686 0.0763
H -0.0803 5.7408 -0.3552 0.0840
H 4.2839 -1.7751 -1.0507 0.1212
H 2.7843 -3.5854 -2.0116 0.1342
H -0.2570 -3.5114 -1.9434 0.0455
H 0.6888 -2.8664 -3.2926 0.0872
H 0.8007 -4.5831 -2.8638 0.0838
H 0.9435 -3.7813 0.3799 0.0606
H 1.6628 -5.1701 -0.4466 0.0860
H 2.6918 -3.9853 0.3827 0.0849
H 4.0319 2.0099 -1.1597 0.1347
H 5.6735 -0.2180 0.1510 0.0822
H 5.7990 0.2728 -1.5513 0.0849
H 6.2525 1.3995 -0.2643 0.0793
H 3.7936 0.8027 1.6385 0.0864
H 4.5261 2.3839 1.2818 0.0839
H 2.7854 2.1155 1.0034 0.0342
F 1.0516 1.2815 -3.0462 0.1638
B 1.1468 1.5663 -1.6830 -0.9229
F 1.9087 2.6965 -1.4979 0.1497
```

E_HOMO, Ha: -0.2197
Molecular weight, g/mol: 620.75
Relative energy (zero: lowest compared OMol25 entry of this formula, charge and spin), kcal per mole: 0.00
Spin multiplicity: 1

***

# 4
Computed, not measured: a molecular structure, C27H46BrMgNOP2S at a distorted geometry, with ωB97M-V/def2-TZVPD.

The geometry in XYZ format:
```
80
Properties=species:S:1:pos:R:3:lowdin_charge:R:1
N -6.9213 5.4226 -5.0631 0.0567
C -6.7385 5.9720 -3.8600 -0.1268
C -5.8820 5.4128 -2.9018 -0.0138
C -5.1802 4.2282 -3.2084 -0.2175
C -5.4291 3.6411 -4.4765 -0.0168
C -6.2908 4.2857 -5.3779 -0.1226
C -4.2010 3.6542 -2.2948 -0.0158
Mg 0.5485 0.3209 1.5008 0.4410
P 6.1607 -0.8932 0.4344 1.1874
C -3.3367 2.6973 -2.7262 -0.0588
C -2.4053 1.9994 -1.8993 -0.2130
C -1.2843 1.4367 -2.5431 0.0060
C -0.2680 0.8596 -1.7902 -0.1821
C -0.4817 0.7323 -0.4377 -0.3440
C -1.5567 1.2863 0.2554 -0.1444
C -2.5668 1.9173 -0.4963 0.0069
Br 2.3538 0.7240 -0.1834 0.3351
H -4.1452 4.0713 -1.2838 0.1197
H -3.2664 2.4797 -3.7988 0.1119
H -5.7504 5.9077 -1.9449 0.1075
H -4.9646 2.7067 -4.7818 0.0986
H -7.2870 6.8945 -3.6498 0.1128
H -6.4580 3.8538 -6.3696 0.1124
H -1.2081 1.5063 -3.6300 0.1318
H -3.4691 2.3336 -0.0277 0.1256
H 0.6468 0.5546 -2.2988 0.0744
H -1.6907 1.2307 1.3447 0.0892
P -0.4867 -1.8395 0.4367 0.9437
C 5.7138 0.8084 0.9428 -0.3939
C 6.6499 1.8387 0.3121 -0.1418
H 5.7913 0.8459 2.0443 0.0932
H 4.6603 0.9704 0.6391 -0.0345
H 6.3931 2.8472 0.6526 0.0869
H 7.6916 1.6478 0.5933 0.0796
H 6.5868 1.8336 -0.7810 0.0757
C 5.2881 -1.2261 -1.1467 -0.3828
C 5.8209 -2.4738 -1.8635 -0.1378
H 5.4389 -0.3381 -1.7774 0.0935
H 4.2162 -1.3066 -0.9148 0.0343
H 5.3535 -2.5619 -2.8500 0.0857
H 6.9055 -2.4221 -2.0170 0.0806
H 5.6015 -3.3920 -1.3095 0.0720
C 5.2515 -1.9162 1.6449 -0.3746
C 6.0016 -2.0470 2.9753 -0.1410
H 5.1460 -2.9099 1.1819 0.0911
H 4.2663 -1.4366 1.7549 0.0858
H 5.4842 -2.7708 3.6155 0.0835
H 7.0250 -2.4077 2.8298 0.0809
H 6.0572 -1.0983 3.5241 0.0731
C -0.4013 -3.1018 1.7804 -0.3920
C -1.2851 -4.3413 1.6545 -0.1297
H -0.5964 -2.5729 2.7278 0.0405
H 0.6584 -3.4081 1.8055 0.0866
H -2.3164 -4.1560 1.9746 0.0671
H -1.3048 -4.7514 0.6386 0.0763
H -0.8885 -5.1259 2.3097 0.0844
C 0.5207 -2.6472 -0.8770 -0.3705
C 0.0083 -2.4939 -2.3019 -0.1294
H 0.5869 -3.7100 -0.5976 0.0873
H 1.5284 -2.2098 -0.7778 0.0460
H -0.8917 -3.0947 -2.4792 0.0812
H -0.2158 -1.4510 -2.5521 0.0457
H 0.7845 -2.8387 -2.9971 0.0861
C -2.1968 -1.9925 -0.1905 -0.3651
C -3.3012 -1.6418 0.8098 -0.1221
H -2.3102 -3.0284 -0.5505 0.0919
H -2.2613 -1.3304 -1.0688 0.0852
H -4.1405 -1.1779 0.2778 0.0868
H -3.6934 -2.5373 1.3061 0.0710
H -2.9806 -0.9297 1.5821 0.0449
C -0.9070 1.2973 5.5002 -0.2204
S -0.6221 -0.2662 4.6705 0.9766
C -2.3525 -0.7530 4.5607 -0.2236
O -0.2653 0.1409 3.2100 -0.6535
H -0.9551 1.1261 6.5852 0.0829
H -1.8574 1.7049 5.1441 0.0679
H -0.0700 1.9555 5.2548 0.0714
H -2.9447 0.0903 4.1534 0.0801
H -2.4128 -1.6217 3.8943 0.0454
H -2.7006 -1.0148 5.5737 0.0868
```

E_HOMO (spin up / spin down), Ha: -0.4402 / -0.4434
Molecular weight, g/mol: 598.89
Relative energy (zero: lowest compared OMol25 entry of this formula, charge and spin), kcal per mole: 6.39
Net charge: +2
Spin multiplicity: 1